C11H21N2 | ωB97M-V/def2-TZVPD

Last column: Mulliken charge in e.
Positions of all 34 atoms, in Å:
N  2.364  0.147  0.108  0.09
N  0.221  0.203  -0.765  -0.13
C  0.379  1.304  0.365  1.31
C  -1.395  -1.289  -1.702  -1.41
C  -0.008  2.652  -0.207  -1.53
C  -1.653  -0.150  0.578  -1.01
C  1.791  1.065  0.809  0.33
C  2.298  1.849  1.998  -1.46
C  -0.720  -0.861  -0.363  1.30
C  -0.647  0.837  1.318  -1.24
C  1.562  -0.222  -1.002  -0.81
C  -2.481  -2.406  -1.774  -1.27
C  -0.057  -1.990  0.379  -1.74
H  0.285  3.391  0.637  0.36
H  -2.453  0.355  -0.007  0.41
H  -3.310  -1.906  -1.173  0.26
H  -1.009  2.853  -0.396  0.41
H  -0.781  -2.757  0.878  0.37
H  2.975  1.230  2.552  0.49
H  1.511  2.214  2.674  0.36
H  2.874  2.772  1.633  0.35
H  -1.688  -0.403  -2.193  0.62
H  -2.121  -0.738  1.351  0.37
H  0.569  -2.566  -0.311  0.44
H  -2.691  -2.507  -2.835  0.38
H  0.488  2.867  -1.150  0.34
H  -0.530  -1.718  -2.084  0.48
H  1.703  -1.350  -1.355  0.38
H  -0.126  0.266  2.029  0.58
H  0.653  -1.708  1.146  0.44
H  -2.064  -3.175  -1.293  0.42
H  3.282  -0.281  0.324  0.33
H  1.998  0.302  -1.821  0.32
H  -1.220  1.723  1.652  0.45

Properties
Orbital gap: 8.83 eV
SMILES string: CC[C@]1(C)CC[C@@]2(C)C(C)=[NH+]CN12
Total charge: +1

=====

C4H7N2 | ωB97M-V/def2-TZVPD

Last column: Mulliken charge in e.
Positions of all 13 atoms, in Å:
N  -0.061  0.431  -1.124  0.00
N  1.342  -1.221  -0.497  -0.06
C  0.967  -0.293  -1.481  -0.21
C  -0.400  0.170  0.219  0.50
C  -1.213  0.924  1.157  -1.10
C  0.481  -0.821  0.628  -0.35
H  -0.525  1.035  -1.823  0.28
H  1.917  -2.007  -0.394  0.22
H  0.572  -1.325  1.585  0.39
H  -0.727  1.417  1.992  0.32
H  1.366  -0.349  -2.446  0.40
H  -1.727  1.758  0.555  0.30
H  -1.992  0.280  1.628  0.32

Properties
Orbital gap: 10.50 eV
SMILES string: Cc1c[nH]c[nH+]1
Total charge: +1

=====

C5H9N3 | ωB97M-V/def2-TZVPD

Last column: Mulliken charge in e.
Positions of all 17 atoms, in Å:
N  -1.575  -0.874  0.311  -0.40
N  -0.471  0.734  -1.027  -0.63
N  -0.591  -1.412  -0.304  0.34
C  1.575  -0.305  -0.510  -0.53
C  1.487  -0.171  0.974  -1.09
C  0.177  -0.520  -1.048  -0.08
C  -2.275  1.749  0.341  -1.26
C  -1.486  0.769  -0.207  0.75
H  1.890  0.584  -0.950  0.36
H  -2.949  1.510  1.122  0.28
H  -0.263  -2.276  -0.023  0.26
H  1.371  -1.138  1.427  0.33
H  2.177  -1.202  -0.787  0.31
H  0.659  0.381  1.352  0.34
H  -2.269  2.659  -0.107  0.35
H  2.397  0.433  1.489  0.28
H  0.146  -0.921  -2.051  0.37

Properties
Orbital gap: 5.50 eV

=====

Cl2H3N2P | ωB97M-V/def2-TZVPD

Last column: Mulliken charge in e.
Positions of all 8 atoms, in Å:
Cl  1.981  0.794  0.030  -0.26
Cl  -0.151  0.764  -2.121  -0.21
P  -0.048  1.010  -0.124  0.64
N  -0.791  1.852  0.882  -0.56
N  -0.208  -1.005  0.269  -0.62
H  -0.716  -0.806  1.128  0.40
H  -0.798  -1.489  -0.393  0.32
H  0.730  -1.121  0.329  0.28

Properties
Orbital gap: 9.04 eV